{
  "formula": "C6H16N",
  "method": "wB97M-V/def2-TZVPD",
  "species": ["C", "C", "C", "C", "C", "C", "N", "H", "H", "H", "H", "H", "H", "H", "H", "H", "H", "H", "H", "H", "H", "H", "H"],
  "positions_angstrom": [[2.742, -0.097, 0.873], [1.806, -0.282, -0.270], [0.552, -1.038, -0.011], [-0.368, -1.073, -1.188], [-1.142, 0.255, -1.370], [-1.656, 0.964, -0.096], [-0.560, 1.480, 0.716], [3.147, -1.051, 1.392], [2.243, 0.363, 1.793], [3.583, 0.568, 0.531], [1.527, 0.706, -0.745], [2.276, -0.680, -1.290], [0.004, 0.609, 0.901], [0.403, -1.857, 0.664], [-1.118, -1.921, -1.099], [-0.002, -1.140, -2.208], [-2.000, 0.059, -2.106], [-0.487, 0.983, -1.844], [-2.179, 1.889, -0.419], [-2.290, 0.205, 0.489], [-5.700, -1.905, 5.068], [-6.155, -1.403, 4.669], [-0.934, 1.844, 1.563]],
  "e_tot_ha": -292.5437,
  "charge": 1,
  "e_above_lowest_kj_mol": 474.0
}

{
  "formula": "C2H8O2S",
  "method": "wB97M-V/def2-TZVPD",
  "species": ["O", "C", "C", "S", "H", "H", "H", "H", "H", "H", "O", "H", "H"],
  "positions_angstrom": [[0.000, 0.000, 0.000], [-0.852, 0.219, 1.087], [-1.942, -0.858, 1.157], [-2.943, -0.547, -0.362], [0.779, 0.589, 0.080], [-0.305, 0.162, 2.048], [-1.334, 1.214, 1.033], [-1.518, -1.879, 1.099], [-2.518, -0.786, 2.100], [-2.000, -0.315, -1.299], [-0.039, -0.032, 4.717], [-0.216, -0.861, 5.217], [0.908, -0.097, 4.456]],
  "e_tot_ha": -629.6369,
  "e_above_lowest_kj_mol": 12.1,
  "smiles": "OCCS.O"
}

{
  "formula": "BrH2NO2P",
  "method": "wB97M-V/def2-TZVPD",
  "species": ["N", "P", "O", "O", "Br", "H", "H"],
  "positions_angstrom": [[1.129, 0.174, 0.073], [-0.397, -0.530, 0.138], [-0.599, -1.219, 1.450], [-0.634, -1.250, -1.204], [-1.785, 1.317, 0.117], [1.178, 0.345, -0.942], [1.108, 1.161, 0.368]],
  "e_tot_ha": -3121.9971,
  "charge": -1,
  "e_above_lowest_kj_mol": 4.6,
  "smiles": "N[P@](=O)([O-])Br"
}

{
  "formula": "C6H9NO2",
  "method": "wB97M-V/def2-TZVPD",
  "species": ["C", "C", "C", "C", "C", "C", "O", "N", "O", "H", "H", "H", "H", "H", "H", "H", "H", "H"],
  "positions_angstrom": [[-0.241, -0.257, 1.202], [0.861, 0.451, 1.917], [-0.680, -1.299, -1.356], [-0.658, 1.040, -0.496], [0.116, -0.138, -0.825], [1.446, -0.075, -1.189], [-2.012, -1.042, -1.399], [-0.804, 2.164, -0.067], [-0.215, -2.364, -1.657], [-2.452, -1.852, -1.702], [-1.301, 2.873, -0.603], [-1.252, -0.005, 1.515], [-0.116, -1.335, 1.157], [2.049, 0.791, -0.966], [1.827, -0.814, -1.875], [0.890, 0.132, 2.964], [0.717, 1.534, 1.905], [1.826, 0.195, 1.473]],
  "e_tot_ha": -439.0951,
  "e_above_lowest_kj_mol": 476.0
}

What did the second record say?
{
  "formula": "C2H8O2S",
  "method": "wB97M-V/def2-TZVPD",
  "species": ["O", "C", "C", "S", "H", "H", "H", "H", "H", "H", "O", "H", "H"],
  "positions_angstrom": [[0.000, 0.000, 0.000], [-0.852, 0.219, 1.087], [-1.942, -0.858, 1.157], [-2.943, -0.547, -0.362], [0.779, 0.589, 0.080], [-0.305, 0.162, 2.048], [-1.334, 1.214, 1.033], [-1.518, -1.879, 1.099], [-2.518, -0.786, 2.100], [-2.000, -0.315, -1.299], [-0.039, -0.032, 4.717], [-0.216, -0.861, 5.217], [0.908, -0.097, 4.456]],
  "e_tot_ha": -629.6369,
  "e_above_lowest_kj_mol": 12.1,
  "smiles": "OCCS.O"
}